Record 1
18
Properties=species:S:1:pos:R:3:mulliken_charge:R:1 method="wB97M-V/def2-TZVPD" gap_ev=9.32 e_homo_ev=-6.35 relative_energy_kj_mol=0.0 charge=-1 largest_force_ev_per_a=3.450
N -0.13930 -1.40736 1.39986 -0.391
S -1.46561 -0.42307 1.64470 0.546
O -1.79067 -0.55676 3.09141 -0.556
O -0.74940 1.08980 1.60472 -0.283
S 0.00210 -2.22162 0.05900 0.953
O -1.02440 -1.95503 -0.98149 -0.725
O 0.34196 -3.62745 0.28480 -0.664
C 1.56120 -1.51511 -0.72305 0.702
F 1.29869 -0.29949 -1.20657 -0.216
F 2.54105 -1.41960 0.15889 -0.238
F 1.95044 -2.29054 -1.72395 -0.220
Li -1.20823 0.06041 -1.43928 0.889
F -0.92998 1.73710 -2.28010 -0.882
C -0.02788 2.65209 0.02003 -0.582
O -0.73551 1.44094 -0.01294 -0.103
H -0.72051 3.48690 0.18788 0.230
H 0.64362 2.51560 0.87830 0.308
H 0.45243 2.73320 -0.96223 0.230


Record 2
8
Properties=species:S:1:pos:R:3:mulliken_charge:R:1 method="wB97M-V/def2-TZVPD" gap_ev=8.75 e_homo_ev=-9.49 relative_energy_kj_mol=200.7 charge=0 largest_force_ev_per_a=4.701
C -0.89618 -0.21124 -0.18338 -0.433
C 0.24213 -1.20520 -0.52989 -0.611
F -2.00755 -0.42990 -0.92181 -0.247
I 0.48403 -1.72937 -2.53546 0.189
I -0.29128 -2.98208 0.76786 0.054
H -0.44606 0.76592 -0.48139 0.260
H -1.02433 -0.19370 0.86698 0.444
H 1.58685 -0.43707 -0.01337 0.344


Record 3
9
Properties=species:S:1:pos:R:3:mulliken_charge:R:1 method="wB97M-V/def2-TZVPD" gap_ev="9.31 / 5.14" e_homo_ev="-14.10 / -11.11" relative_energy_kj_mol=20.3 charge=+1 largest_force_ev_per_a=0.900
H -2.57321 -0.24514 -1.29634 -0.014
C -0.35280 1.17356 -0.12625 -0.330
C 0.73526 0.20465 0.10973 0.004
O 0.17186 -1.03457 0.40266 -0.648
Li -1.75686 -0.58546 0.27638 0.768
Mg 0.90705 -2.70476 0.66292 0.633
F 0.11249 2.39249 -0.16274 -0.032
H 1.37622 0.59743 0.93024 0.305
H 1.37998 0.20180 -0.79660 0.314